Density functional theory data (wB97M-V/def2-TZVPD) for a cluster of 3 separate species, C20H13BrNO7P in total.

Calculated values
LUMO energy (eV): -2.04
SMILES: O=C1NC(=O)c2cc(P(O)Br)ccc21.O=C1C=CC(=O)C=C1.O=C1C=CC(=O)C=C1
Highest occupied orbital energy (eV): -8.88
DFT total energy (Ha): -4266.2874

```
! wB97M-V def2-TZVPD RIJCOSX def2/J DEFGRID3
* xyz 0 1
O 7.762 5.582 2.867
C 6.754 5.439 1.979
N 6.161 6.494 1.018
C 5.646 5.853 -0.284
O 5.811 6.236 -1.555
C 4.893 4.519 0.303
C 3.569 3.685 -0.174
C 3.112 2.423 0.824
P 1.298 1.713 0.762
O 0.143 3.008 0.503
Br 1.011 0.921 2.926
C 4.270 1.825 1.872
C 5.657 2.653 2.256
C 5.814 4.148 1.606
H 5.269 6.707 1.558
H 2.966 4.021 -1.121
H 0.612 3.779 0.043
H 4.049 0.768 2.374
H 6.509 2.245 2.950
C -0.526 -3.401 -1.873
C 0.441 -2.892 -1.104
C 0.382 -1.498 -0.621
O 1.268 -1.031 0.081
C -0.788 -0.690 -1.019
C -1.755 -1.199 -1.788
C -1.695 -2.593 -2.271
O -2.581 -3.060 -2.974
H -0.497 -4.421 -2.237
H 1.305 -3.472 -0.803
H -0.816 0.330 -0.656
H -2.619 -0.619 -2.090
C -6.989 -4.446 0.740
C -5.676 -4.644 0.891
C -4.709 -4.169 -0.118
O -3.507 -4.351 0.018
C -5.249 -3.466 -1.299
C -6.562 -3.268 -1.449
C -7.529 -3.743 -0.440
O -8.731 -3.561 -0.577
H -7.712 -4.789 1.470
H -5.264 -5.158 1.752
H -4.526 -3.123 -2.029
H -6.973 -2.754 -2.310
*
```